No. 1
{"formula": "C22H61N3O10", "method": "ωB97M-V with the def2-TZVPD basis set", "lumo_ev": 0.31, "multiplicity": 1, "molar_mass_g_mol": 527.74, "homo_ha": -0.3150, "symbols": ["C", "O", "C", "C", "N", "C", "C", "O", "C", "H", "H", "H", "H", "H", "H", "H", "H", "H", "H", "H", "H", "H", "H", "H", "C", "O", "C", "C", "N", "C", "C", "O", "C", "H", "H", "H", "H", "H", "H", "H", "H", "H", "H", "H", "H", "H", "H", "H", "C", "O", "C", "C", "N", "C", "C", "O", "C", "H", "H", "H", "H", "H", "H", "H", "H", "H", "H", "H", "H", "H", "H", "H", "C", "O", "H", "H", "H", "H", "C", "O", "H", "H", "H", "H", "C", "O", "H", "H", "H", "H", "C", "O", "H", "H", "H", "H"], "positions_angstrom": [[-4.258, 1.474, 0.761], [-2.924, 1.254, 1.166], [-2.177, 2.469, 1.073], [-0.694, 2.170, 1.194], [-0.326, 1.333, 2.323], [0.984, 1.618, 2.878], [2.268, 1.572, 2.048], [2.266, 2.334, 0.862], [2.453, 1.614, -0.363], [-4.292, 1.752, -0.298], [-4.737, 2.226, 1.392], [-4.778, 0.517, 0.827], [-2.542, 3.128, 1.864], [-2.260, 2.861, 0.054], [-0.198, 3.148, 1.283], [-0.278, 1.723, 0.287], [-0.967, 1.294, 3.101], [1.150, 0.834, 3.633], [1.007, 2.474, 3.572], [2.575, 0.532, 1.874], [3.121, 1.880, 2.664], [3.475, 1.250, -0.496], [2.243, 2.434, -1.050], [1.752, 0.775, -0.397], [8.425, -3.138, 2.737], [7.524, -2.565, 1.812], [6.851, -3.491, 1.015], [5.468, -2.923, 0.648], [4.601, -3.940, 0.061], [3.714, -3.405, -0.969], [2.667, -2.382, -0.472], [1.999, -2.866, 0.650], [1.058, -1.935, 1.147], [9.149, -3.798, 2.259], [7.873, -3.662, 3.527], [8.893, -2.322, 3.286], [6.720, -4.508, 1.404], [7.316, -3.657, 0.033], [5.704, -2.162, -0.105], [5.015, -2.302, 1.430], [4.076, -4.378, 0.804], [3.136, -4.284, -1.273], [4.244, -3.142, -1.882], [1.931, -2.243, -1.277], [3.164, -1.409, -0.364], [0.390, -1.712, 0.309], [1.563, -1.045, 1.532], [0.398, -2.303, 1.929], [-7.326, -2.634, -7.193], [-6.819, -1.850, -6.145], [-5.573, -2.283, -5.661], [-5.031, -1.211, -4.686], [-5.611, -1.336, -3.373], [-5.015, -0.437, -2.382], [-3.594, -0.817, -1.971], [-2.585, -0.280, -2.812], [-1.315, -0.695, -2.412], [-7.545, -3.618, -6.749], [-6.646, -2.818, -8.030], [-8.286, -2.326, -7.602], [-4.842, -2.378, -6.474], [-5.677, -3.279, -5.208], [-5.223, -0.279, -5.216], [-3.947, -1.395, -4.700], [-5.466, -2.275, -3.024], [-5.607, -0.569, -1.465], [-5.218, 0.626, -2.523], [-3.477, -1.907, -1.957], [-3.479, -0.445, -0.947], [-0.526, -0.154, -2.943], [-1.189, -1.775, -2.541], [-1.006, -0.441, -1.386], [6.040, 2.405, 1.985], [5.842, 2.355, 3.374], [5.515, 1.565, 1.516], [5.668, 3.329, 1.532], [7.104, 2.280, 1.775], [5.282, 3.063, 3.747], [-6.579, 3.488, -0.547], [-7.619, 4.438, -0.509], [-5.573, 3.888, -0.402], [-6.731, 2.592, 0.060], [-6.581, 3.116, -1.575], [-7.561, 4.982, 0.281], [4.480, 5.515, 3.868], [4.078, 4.197, 4.225], [4.049, 5.875, 2.933], [4.151, 6.234, 4.624], [5.562, 5.648, 3.847], [3.508, 4.267, 4.993], [-2.582, -1.481, 2.479], [-1.964, -1.322, 1.206], [-1.863, -1.155, 3.239], [-3.476, -0.856, 2.526], [-2.796, -2.538, 2.615], [-1.693, -0.403, 1.116]], "forces_ev_per_a": [[0.1, -0.6, -0.2], [0.2, 0.6, -0.2], [0.5, -1.3, -0.3], [0.0, 0.6, 0.7], [0.7, -0.3, -0.4], [0.7, -0.6, 1.8], [0.5, -0.7, 0.0], [0.1, -0.2, 0.1], [-0.3, 1.0, 1.0], [0.0, 0.3, 0.1], [-0.1, 0.0, -0.1], [-0.1, 0.1, 0.3], [0.1, 0.4, -0.2], [-0.5, 0.5, 0.2], [0.0, 0.0, -0.1], [-0.4, 0.0, -0.1], [-0.4, 0.2, -0.3], [0.1, -0.2, -0.2], [-0.2, 0.7, -0.7], [-0.5, 0.0, -0.5], [-0.3, 0.5, 0.3], [0.0, 0.0, 0.1], [0.0, -0.7, -0.7], [0.0, 0.1, -0.4], [-0.5, 0.3, 0.6], [0.4, -0.1, 0.2], [-1.3, -0.3, -0.9], [0.5, 0.7, -0.5], [0.8, 0.9, -0.1], [-1.4, -1.7, 0.9], [0.6, 0.0, -1.4], [0.5, -0.4, 0.9], [-0.2, 0.3, -0.7], [0.1, 0.0, 0.0], [0.0, -0.4, -0.3], [0.3, 0.1, -0.4], [0.2, 0.2, 0.7], [0.5, 0.1, 0.2], [-0.3, -0.1, -0.3], [0.0, -0.5, 0.5], [-0.3, 0.0, -0.2], [-0.1, 0.0, -0.1], [0.2, 0.6, 0.2], [0.0, 0.1, -0.2], [-0.1, 0.1, 0.7], [-0.1, 0.5, 0.2], [-0.2, 0.0, -0.2], [0.4, -0.6, 0.0], [-0.2, -1.7, 0.6], [-0.4, 0.8, -0.7], [0.0, 0.5, 0.3], [0.3, -1.8, -1.3], [-0.2, 1.2, 0.1], [-0.5, -1.0, 0.8], [-0.1, 0.8, 0.1], [-0.2, 0.5, 0.1], [1.2, 0.1, 0.3], [0.1, -0.2, -0.3], [0.3, 0.4, 0.1], [0.1, 0.8, 0.3], [-0.1, 0.0, -0.2], [0.1, 0.0, 0.2], [-0.1, 0.3, 0.6], [0.1, 0.4, 0.2], [-0.1, -0.1, -0.2], [0.1, -0.4, 0.0], [0.5, 0.0, -0.9], [-0.2, -0.1, 0.1], [0.5, -0.2, 0.0], [-0.4, -0.2, -0.7], [0.1, 0.0, 0.0], [-0.9, -0.2, 0.3], [-0.3, -0.1, 0.0], [0.2, -0.1, 0.7], [0.0, 0.1, -0.1], [0.1, 0.0, 0.0], [0.0, 0.2, -0.1], [0.1, -0.4, -0.6], [0.1, -0.4, -1.1], [0.0, 0.1, 0.2], [-0.1, 0.2, 0.4], [-0.2, 0.3, 0.4], [0.0, 0.0, 0.0], [0.1, -0.1, 0.1], [-0.1, 1.1, 0.6], [0.0, 0.5, -0.2], [0.0, -0.5, -0.2], [-0.1, -0.1, 0.0], [0.1, -0.5, -0.2], [0.0, -0.2, 0.0], [0.8, 0.6, -0.5], [-0.2, -0.7, -0.1], [-0.3, -0.1, 0.3], [-0.2, -0.2, 0.3], [-0.2, 0.0, 0.0], [-0.1, 0.1, 0.2]], "mulliken_charge": [-1.43, 0.05, -0.87, -0.16, 0.21, -1.34, 0.75, -0.37, -0.49, 0.44, 0.54, 0.36, 0.34, 0.39, 0.49, -0.14, 0.14, 0.47, 0.38, -0.30, 0.08, 0.23, 0.30, 0.12, -0.78, -0.26, -0.68, -0.38, -0.30, -1.25, 0.40, -0.45, 0.05, 0.30, 0.33, 0.25, 0.38, 0.25, 0.27, 0.28, 0.31, 0.43, 0.36, 0.31, -0.05, 0.04, -0.10, 0.25, -0.76, -0.29, -0.66, -0.22, -0.29, -1.26, 0.49, -0.40, -0.63, 0.30, 0.30, 0.27, 0.39, 0.36, 0.21, 0.20, 0.32, 0.33, 0.34, 0.30, -0.10, 0.39, 0.38, 0.01, -0.41, -0.54, 0.03, 0.24, 0.30, 0.42, -0.43, -0.54, 0.26, 0.22, 0.21, 0.30, -0.69, -0.50, 0.24, 0.35, 0.27, 0.29, -0.54, -0.45, 0.22, 0.17, 0.32, 0.14]}

No. 2
{"formula": "C7F21MgNO19S7", "method": "ωB97M-V with the def2-TZVPD basis set", "lumo_ev": 3.61, "multiplicity": 1, "molar_mass_g_mol": 1049.80, "homo_ha": -0.0420, "total_charge": -4, "symbols": ["Mg", "C", "F", "F", "F", "S", "O", "O", "O", "C", "F", "F", "F", "S", "O", "O", "O", "C", "F", "F", "F", "S", "O", "O", "O", "C", "F", "F", "F", "S", "O", "O", "O", "C", "F", "F", "F", "S", "O", "O", "O", "C", "F", "F", "F", "S", "O", "O", "N", "S", "O", "O", "C", "F", "F", "F"], "positions_angstrom": [[0.899, 0.137, 0.705], [-0.755, 5.620, -0.136], [-1.464, 5.184, 0.919], [-1.336, 5.211, -1.296], [-0.598, 6.997, -0.205], [1.068, 4.887, -0.040], [0.913, 3.390, -0.091], [1.867, 5.368, -1.189], [1.618, 5.251, 1.295], [6.166, -0.038, 3.835], [5.590, -0.513, 4.911], [7.313, 0.605, 4.204], [6.500, -1.014, 3.021], [4.935, 1.123, 2.846], [4.448, 2.145, 3.780], [5.620, 1.735, 1.737], [3.814, 0.237, 2.506], [5.102, -2.907, -1.735], [5.889, -3.286, -2.736], [4.929, -3.829, -0.753], [5.682, -1.899, -1.113], [3.392, -2.346, -2.415], [3.555, -1.936, -3.800], [2.393, -3.487, -2.242], [2.941, -1.328, -1.476], [-2.830, 2.300, 5.213], [-3.716, 1.394, 4.675], [-3.121, 3.581, 4.895], [-2.863, 2.143, 6.570], [-0.997, 1.935, 4.685], [-0.265, 3.211, 4.876], [-0.520, 0.864, 5.588], [-0.923, 1.501, 3.271], [-3.331, -3.251, 2.421], [-4.136, -4.327, 2.496], [-3.804, -2.430, 1.500], [-3.111, -2.632, 3.609], [-1.580, -3.739, 1.744], [-1.025, -4.742, 2.635], [-1.816, -4.255, 0.357], [-0.815, -2.489, 1.660], [-1.176, 0.570, -4.604], [-0.780, -0.257, -5.589], [-0.026, 0.828, -3.971], [-1.626, 1.705, -5.049], [-2.440, -0.356, -3.477], [-1.749, -0.336, -2.188], [-3.775, 0.285, -3.480], [-2.430, -2.058, -3.998], [-3.321, -2.059, -5.233], [-3.329, -0.829, -6.095], [-3.143, -3.298, -5.971], [-5.157, -2.144, -4.406], [-5.870, -1.050, -4.624], [-5.825, -3.078, -4.970], [-4.981, -2.293, -3.072]], "forces_ev_per_a": [[0.2, 0.0, 0.4], [2.4, -0.7, -0.7], [0.3, 1.2, -1.1], [0.0, 0.6, 1.2], [-1.1, -1.6, 0.5], [3.1, -2.3, 1.7], [-1.0, 1.4, -0.4], [-2.0, 0.2, 1.2], [-1.7, 0.5, -2.3], [-0.8, 2.4, -1.6], [-0.1, -0.4, 0.7], [-0.5, -0.3, 0.0], [0.5, -1.0, -0.2], [-2.5, 2.6, 1.2], [1.3, -1.2, 0.3], [1.1, -1.1, -0.2], [0.6, -1.0, -0.5], [-2.0, 0.8, 0.7], [0.3, -0.9, 0.3], [0.4, -0.3, -1.3], [0.6, 0.8, -0.1], [-5.2, -3.0, 0.2], [1.1, 0.0, 0.9], [3.5, 1.6, -0.7], [0.9, 1.4, 0.6], [1.6, -1.1, -0.2], [0.7, 1.7, 0.6], [-0.6, -1.2, 0.3], [-0.6, 0.5, -1.1], [4.3, -0.2, -0.1], [-2.2, -1.4, 0.2], [-1.7, 1.3, -0.6], [-1.2, 0.2, 0.6], [3.4, -0.5, -1.1], [0.0, 0.7, 0.7], [-0.9, 0.5, 0.6], [-1.4, -0.6, -0.7], [0.7, -1.6, -3.8], [-0.7, 0.6, 0.5], [-0.5, 0.7, 2.8], [-0.3, 0.7, 0.8], [1.5, -1.8, -0.2], [-0.7, 0.5, -0.2], [-0.5, 0.1, 0.9], [-0.9, 0.6, -0.6], [-0.6, -1.3, 2.7], [-0.4, 0.0, -1.4], [2.6, -0.9, -0.6], [1.3, 4.1, 1.9], [-2.3, 0.7, -3.8], [-0.3, -2.1, 1.8], [-0.6, 0.3, 0.6], [3.4, 2.1, 0.0], [-0.3, 1.0, 0.2], [-1.3, -2.9, -0.4], [-0.8, -0.5, -0.9]], "nbo_charge": [1.90, 0.75, -0.30, -0.33, -0.35, 2.23, -1.06, -0.97, -0.95, 0.73, -0.32, -0.35, -0.32, 2.29, -0.98, -0.97, -1.04, 0.73, -0.33, -0.33, -0.32, 2.25, -0.96, -0.98, -1.05, 0.73, -0.33, -0.32, -0.34, 2.25, -0.96, -0.98, -1.03, 0.74, -0.33, -0.31, -0.32, 2.27, -0.99, -0.98, -1.06, 0.78, -0.32, -0.31, -0.30, 2.07, -0.94, -0.91, -1.05, 2.14, -0.97, -0.95, 0.75, -0.33, -0.32, -0.32]}

no.,total energy (hartree)
1,-1791.1950
2,-6835.5278